# 1
{"formula": "C17H55NO14", "method": "the ωB97M-V functional and the def2-TZVPD basis", "lumo_energy_ev": 0.58, "orbital_gap_ha": 0.3577, "species": ["C", "O", "C", "C", "N", "H", "H", "C", "C", "O", "C", "H", "H", "H", "H", "H", "H", "H", "H", "H", "H", "H", "H", "H", "H", "C", "O", "O", "O", "H", "C", "C", "O", "H", "H", "H", "H", "H", "H", "C", "O", "H", "H", "H", "H", "C", "O", "H", "H", "H", "H", "C", "O", "H", "H", "H", "H", "C", "O", "H", "H", "H", "H", "C", "O", "H", "H", "H", "H", "C", "O", "H", "H", "H", "H", "C", "O", "H", "H", "H", "H", "C", "O", "H", "H", "H", "H"], "positions_angstrom": [[4.562, -1.825, 2.517], [4.753, -0.861, 1.401], [3.646, -0.763, 0.573], [3.862, 0.242, -0.470], [2.733, 0.346, -1.434], [2.453, -0.625, -1.865], [2.167, 0.867, -0.853], [2.944, 1.224, -2.545], [1.727, 1.250, -3.570], [2.011, 2.115, -4.676], [0.909, 2.096, -5.703], [4.581, -2.730, 2.099], [3.468, -1.625, 3.087], [5.477, -1.535, 2.932], [2.931, -0.510, 1.170], [3.408, -1.811, 0.150], [4.939, -0.152, -1.051], [4.277, 1.128, -0.021], [4.020, 1.201, -3.115], [2.799, 2.396, -2.140], [0.874, 1.262, -3.346], [1.708, 0.325, -4.040], [0.835, 0.954, -5.896], [1.323, 2.497, -6.622], [0.121, 2.622, -5.456], [-0.037, 0.194, -0.100], [0.866, 1.148, 0.257], [-1.324, 0.252, 0.441], [0.145, -0.521, -1.075], [-1.437, 0.834, 1.296], [-2.915, 2.392, 2.970], [-1.446, 2.475, 2.910], [-0.885, 1.114, 3.150], [-3.536, 3.303, 2.867], [-3.403, 1.868, 3.731], [-3.269, 1.831, 2.263], [-0.920, 2.985, 3.589], [-1.193, 2.808, 1.897], [0.041, 1.073, 3.528], [2.925, 2.028, 3.159], [1.739, 1.228, 2.805], [3.288, 2.934, 2.753], [3.760, 1.251, 3.214], [2.580, 2.566, 4.051], [1.597, 1.253, 1.891], [-4.966, -0.501, -0.061], [-5.230, -1.768, 0.366], [-3.883, -0.155, -0.371], [-5.245, 0.133, 0.699], [-5.397, -0.128, -0.787], [-5.835, -1.635, 1.126], [0.103, -2.944, 1.665], [1.343, -3.740, 1.874], [-0.731, -3.576, 2.055], [-0.017, -2.958, 0.479], [0.358, -1.821, 1.955], [1.015, -4.301, 2.627], [0.841, -3.584, -2.471], [1.578, -2.285, -2.284], [-0.166, -3.169, -2.673], [0.876, -4.151, -1.501], [1.352, -3.920, -3.408], [0.800, -1.717, -2.128], [-2.590, -3.290, -0.716], [-3.762, -3.258, -1.418], [-2.400, -2.479, -0.060], [-1.835, -3.661, -1.415], [-2.680, -4.139, 0.179], [-4.435, -2.470, -1.167], [-1.913, -0.170, -3.399], [-2.177, 0.899, -2.511], [-1.989, 0.050, -4.529], [-2.648, -1.075, -3.215], [-0.787, -0.592, -3.418], [-1.950, 0.761, -1.628], [-3.366, -1.239, 3.484], [-2.744, -0.524, 4.439], [-3.491, -2.387, 3.701], [-2.938, -0.915, 2.583], [-4.441, -0.996, 3.599], [-2.204, 0.016, 4.029], [0.136, 4.691, -0.532], [1.318, 4.091, 0.084], [-0.263, 4.092, -1.371], [0.528, 5.743, -0.799], [-0.632, 4.899, 0.243], [1.373, 3.072, -0.077]]}



# 2
{"formula": "C17H56BrNO15S", "method": "the ωB97M-V functional and the def2-TZVPD basis", "lumo_energy_ev": 0.13, "orbital_gap_ha": 0.3599, "species": ["C", "C", "Br", "C", "C", "C", "N", "C", "O", "S", "O", "O", "O", "H", "H", "H", "H", "H", "H", "H", "H", "H", "H", "H", "H", "C", "O", "H", "H", "H", "H", "C", "O", "H", "H", "H", "H", "C", "O", "H", "H", "H", "H", "C", "O", "H", "H", "H", "H", "C", "O", "H", "H", "H", "H", "C", "O", "H", "H", "H", "H", "C", "O", "H", "H", "H", "H", "C", "O", "H", "H", "H", "H", "C", "O", "H", "H", "H", "H", "C", "O", "H", "H", "H", "H", "C", "O", "H", "H", "H", "H"], "positions_angstrom": [[2.411, -1.596, 0.665], [1.650, -1.365, -0.651], [2.945, -0.777, -2.008], [0.596, -0.254, -0.581], [-0.745, -0.702, -0.020], [-1.754, 0.424, 0.288], [-1.180, 1.759, 0.469], [-0.716, -1.761, 1.121], [-0.926, -3.048, 0.486], [-2.027, -2.761, -0.607], [-2.042, -3.840, -1.523], [-3.246, -2.368, 0.016], [-1.324, -1.482, -1.165], [2.188, -0.818, 1.394], [3.484, -1.590, 0.493], [2.144, -2.565, 1.085], [1.238, -2.290, -1.043], [0.385, 0.090, -1.593], [1.023, 0.588, -0.038], [-2.369, 0.135, 1.141], [-2.408, 0.478, -0.582], [-0.324, 1.732, 1.007], [-1.853, 2.336, 0.960], [0.190, -1.834, 1.713], [-1.534, -1.633, 1.828], [-1.729, -1.909, -4.886], [-2.761, -2.740, -4.377], [-2.127, -1.421, -5.776], [-1.433, -1.138, -4.168], [-0.842, -2.481, -5.172], [-2.420, -3.176, -3.590], [-0.437, 0.509, 3.866], [-1.831, 0.748, 3.681], [0.103, 1.201, 3.223], [-0.140, 0.686, 4.904], [-0.175, -0.516, 3.594], [-2.316, 0.136, 4.243], [-5.518, -2.444, 2.372], [-5.552, -1.027, 2.570], [-5.234, -2.892, 3.321], [-6.499, -2.827, 2.083], [-4.785, -2.708, 1.612], [-5.792, -0.629, 1.729], [-2.029, 1.389, -7.466], [-2.063, 2.013, -6.192], [-1.121, 1.728, -7.960], [-1.996, 0.298, -7.377], [-2.887, 1.662, -8.086], [-2.857, 1.728, -5.731], [5.243, 1.199, 0.989], [4.140, 1.565, 0.168], [4.928, 1.341, 2.022], [5.529, 0.155, 0.839], [6.113, 1.835, 0.803], [4.387, 1.439, -0.751], [1.634, 3.754, -1.378], [0.247, 4.036, -1.516], [2.185, 4.444, -2.012], [1.970, 3.875, -0.344], [1.832, 2.725, -1.692], [-0.219, 3.387, -0.976], [1.628, 0.750, -6.855], [0.951, -0.340, -6.246], [2.694, 0.555, -6.768], [1.374, 0.840, -7.916], [1.394, 1.689, -6.346], [0.007, -0.166, -6.301], [1.938, -3.780, 3.807], [1.328, -2.500, 3.969], [1.835, -4.054, 2.760], [3.000, -3.746, 4.060], [1.442, -4.540, 4.415], [1.392, -2.256, 4.896], [-3.841, 3.797, 3.361], [-4.011, 2.890, 2.280], [-3.186, 4.597, 3.023], [-4.797, 4.231, 3.666], [-3.381, 3.300, 4.220], [-4.581, 2.177, 2.582], [7.224, -2.756, -1.017], [6.334, -1.650, -0.945], [7.499, -3.010, 0.004], [6.750, -3.626, -1.478], [8.133, -2.509, -1.571], [6.068, -1.416, -1.838], [-1.582, 3.120, 6.796], [-0.570, 3.377, 5.834], [-1.224, 3.506, 7.747], [-2.519, 3.626, 6.545], [-1.777, 2.048, 6.905], [-0.879, 3.042, 4.987]]}



# 3
{"formula": "C17H56O11", "method": "the ωB97M-V functional and the def2-TZVPD basis", "lumo_energy_ev": 0.36, "orbital_gap_ha": 0.3728, "e_above_lowest_kcal_mol": 8.5, "smiles": "CC(C)O.CC(C)O.CC(C)O.CO.CO.CO.CO.CO.CO.CO.CO", "species": ["C", "C", "C", "O", "H", "H", "H", "H", "H", "H", "H", "H", "C", "C", "C", "O", "H", "H", "H", "H", "H", "H", "H", "H", "C", "C", "C", "O", "H", "H", "H", "H", "H", "H", "H", "H", "C", "O", "H", "H", "H", "H", "C", "O", "H", "H", "H", "H", "C", "O", "H", "H", "H", "H", "C", "O", "H", "H", "H", "H", "C", "O", "H", "H", "H", "H", "C", "O", "H", "H", "H", "H", "C", "O", "H", "H", "H", "H", "C", "O", "H", "H", "H", "H"], "positions_angstrom": [[-17.601, -10.295, 10.174], [-16.340, -10.719, 9.421], [-16.512, -12.044, 8.702], [-15.996, -9.706, 8.471], [-18.401, -10.045, 9.473], [-17.351, -9.422, 10.774], [-17.988, -11.095, 10.808], [-15.507, -10.728, 10.124], [-17.337, -11.945, 7.992], [-16.765, -12.849, 9.399], [-15.617, -12.343, 8.158], [-16.797, -9.486, 7.976], [-13.769, -10.320, -0.577], [-14.793, -11.335, -0.106], [-14.983, -12.486, -1.079], [-14.424, -11.824, 1.187], [-13.843, -9.400, 0.003], [-13.880, -10.079, -1.637], [-12.747, -10.694, -0.456], [-15.761, -10.841, 0.007], [-15.505, -12.166, -1.984], [-15.551, -13.299, -0.625], [-14.030, -12.909, -1.408], [-13.617, -12.347, 1.068], [-11.325, -12.745, 2.523], [-11.028, -13.346, 1.156], [-9.994, -14.462, 1.273], [-12.209, -13.834, 0.519], [-12.060, -11.945, 2.462], [-10.396, -12.315, 2.909], [-11.613, -13.528, 3.227], [-10.643, -12.580, 0.478], [-9.685, -14.826, 0.293], [-10.425, -15.304, 1.820], [-9.110, -14.104, 1.804], [-12.667, -14.425, 1.139], [-11.966, -13.108, 6.950], [-10.545, -13.138, 6.970], [-12.337, -14.102, 7.202], [-12.374, -12.392, 7.667], [-12.323, -12.884, 5.942], [-10.235, -12.446, 6.380], [-12.374, -9.513, 3.779], [-11.913, -10.229, 4.908], [-12.460, -8.442, 3.997], [-11.635, -9.600, 2.983], [-13.329, -9.867, 3.382], [-12.557, -10.160, 5.619], [-13.104, -16.752, 1.695], [-13.476, -15.534, 2.348], [-12.560, -16.507, 0.783], [-12.535, -17.394, 2.367], [-13.990, -17.289, 1.339], [-14.326, -15.690, 2.787], [-17.989, -13.283, 4.964], [-17.610, -14.499, 5.613], [-17.321, -13.110, 4.124], [-19.021, -13.322, 4.610], [-17.892, -12.437, 5.649], [-18.284, -14.728, 6.257], [-15.772, -8.155, 2.503], [-14.490, -7.765, 2.018], [-15.689, -9.016, 3.171], [-16.238, -7.331, 3.049], [-16.383, -8.388, 1.635], [-14.043, -7.209, 2.660], [-14.878, -16.216, 5.171], [-15.604, -15.656, 4.093], [-14.431, -15.463, 5.827], [-15.501, -16.877, 5.782], [-14.070, -16.834, 4.780], [-16.397, -15.250, 4.473], [-17.262, -9.780, 5.486], [-18.135, -9.404, 6.566], [-17.659, -9.403, 4.539], [-16.291, -9.319, 5.636], [-17.204, -10.864, 5.430], [-19.030, -9.637, 6.311], [-14.624, -12.399, 4.466], [-15.598, -11.719, 3.693], [-14.541, -13.458, 4.195], [-13.643, -11.935, 4.333], [-14.938, -12.339, 5.509], [-15.295, -11.745, 2.771]]}